22
Properties=species:S:1:pos:R:3:forces:R:3:nbo_charge:R:1 method="wB97M-V/def2-TZVPD" largest_force_ev_per_a=3.0 gap_ev=5.21 total_charge=-1 e_above_lowest_kj_mol=595.1 energy_ev=-9980.4555 lumo_ev=3.091 multiplicity=1
C -0.88915 -0.44036 -0.33173 0.04 0.78 0.14 -0.4405
C -1.91597 0.67098 -0.45243 0.29 -0.39 0.47 -0.2393
C -2.92833 0.71552 0.71310 -0.21 -0.97 0.31 -0.0166
O -3.43930 -0.51363 0.96436 -0.19 0.37 0.15 -0.9642
C -0.47640 1.01000 -0.16899 -0.24 0.12 -0.71 -0.4735
N 2.31632 1.28519 -0.15919 0.65 -2.28 -0.57 -0.6414
C 2.85328 0.09099 -0.33142 1.87 2.20 -0.74 0.1101
C 3.72151 -0.56180 0.73832 -0.95 -0.86 -0.04 -0.6878
H -0.92305 -1.03895 0.57268 -0.31 -0.07 -0.22 0.2278
H -0.56220 -0.92816 -1.23704 0.01 -0.21 -0.09 0.1838
H -3.10777 -1.98088 -1.23566 -0.39 0.36 0.32 0.0602
H -2.32408 0.85688 -1.45350 0.31 -0.03 0.29 0.1865
H -3.72045 1.46476 0.46947 0.13 0.24 -0.17 0.0840
H -2.37409 1.17093 1.59754 -0.09 -0.09 -0.26 0.0583
H 0.11250 1.42068 -0.98610 -0.07 0.12 0.41 0.2136
H -0.22605 1.33763 0.84004 -0.12 0.16 -0.30 0.2042
H -2.55995 -2.42831 -1.42017 0.33 -0.44 -0.30 -0.0712
H 1.70950 0.40603 0.26299 -1.04 0.77 1.02 0.4125
H 2.96351 -0.37116 -1.34410 -0.09 0.02 0.17 0.1284
H 4.77006 -0.25522 0.60709 -0.43 0.08 -0.06 0.2299
H 3.66308 -1.65324 0.64066 0.19 0.08 0.15 0.2059
H 3.33703 -0.25789 1.71408 0.31 0.03 0.02 0.2293